66
Properties=species:S:1:pos:R:3 method="wB97M-V/def2-TZVPD" lumo_energy_ev="1.3826 / 1.3888" e_above_lowest_ev=1.069 e_homo_ev="-4.698 / -4.720" total_charge=-1 s_squared=3.753 spin_multiplicity=4
Nd -0.4392 0.1293 -1.1186
C -3.7627 -1.6676 1.2081
C -3.7437 -0.1697 1.1281
N -4.8636 0.4894 1.3276
C -4.8497 1.8225 1.2277
C -3.7346 2.5648 0.9216
C -3.8889 4.0693 0.8535
O -3.3651 4.6997 -0.3023
C -2.5043 1.8891 0.7128
C -1.3217 2.6327 0.3453
N -0.1240 2.0870 0.2660
C 1.0120 2.8123 -0.0139
C 1.0440 4.1317 -0.5154
C 2.2426 4.7644 -0.7761
C 3.4579 4.1229 -0.5480
C 3.4630 2.8143 -0.0713
C 2.2608 2.1884 0.1719
I 2.2545 0.1459 0.7850
C -2.5024 0.4662 0.8406
O -1.4259 -0.2749 0.7066
H -4.7780 -2.0072 1.3970
H -3.0990 -2.0155 2.0044
H -3.3984 -2.0895 0.2682
H -5.8049 2.3136 1.3819
H -3.3746 4.5315 1.7015
H -4.9568 4.2904 0.9496
H -3.8185 4.3305 -1.0728
H -1.4384 3.7093 0.2897
H 0.1042 4.6300 -0.7180
H 2.2346 5.7645 -1.1923
H 4.3967 4.6256 -0.7393
H 4.3941 2.2917 0.0997
S -2.3805 -1.3251 -2.4155
C -3.6033 -0.0982 -2.2958
C -4.9447 -0.5875 -2.3525
N -6.0145 -1.0075 -2.4326
C -3.4221 1.2633 -2.2669
S -1.9129 2.1353 -2.3644
C -4.5527 2.1241 -2.1695
N -5.3993 2.9025 -2.0751
O 6.6949 4.3526 -4.9581
C 6.5689 2.9983 -4.8906
O 7.4945 2.3112 -5.2554
C 5.3032 2.4573 -4.3711
C 4.2373 3.2484 -3.8824
C 3.0715 2.6668 -3.4550
C 2.9116 1.2618 -3.5008
S 1.3973 0.5638 -3.1244
C 3.9968 0.4604 -3.9505
C 5.1552 1.0489 -4.3732
H 5.8860 4.7814 -4.6663
H 4.3041 4.3296 -3.8271
H 2.2539 3.2702 -3.0822
H 3.8846 -0.6160 -3.9590
H 5.9830 0.4508 -4.7281
C 1.5917 -4.8119 -1.2984
C 0.8816 -4.3756 -0.1909
C 0.3982 -3.0795 -0.1744
N 0.5866 -2.2219 -1.1818
C 1.2692 -2.6516 -2.2490
C 1.7872 -3.9319 -2.3486
H 1.9800 -5.8212 -1.3435
H 0.7035 -5.0307 0.6504
H -0.1624 -2.6993 0.6738
H 1.4110 -1.9344 -3.0407
H 2.3308 -4.2215 -3.2371

***

69
Properties=species:S:1:pos:R:3 method="wB97M-V/def2-TZVPD" lumo_energy_ev="-4.1274 / -4.1366" e_above_lowest_ev=0.000 e_homo_ev="-10.553 / -10.562" total_charge=+1 s_squared=0.752 spin_multiplicity=2
Ti 0.1171 -0.1435 -0.0620
C -0.5294 -4.5334 -0.6524
C -1.8444 -4.6747 -0.2491
C -2.4559 -3.6369 0.4395
C -1.7393 -2.4754 0.6660
N -0.4797 -2.3208 0.2264
C 0.1168 -3.3357 -0.4001
C -2.2875 -1.3039 1.3960
C -3.4611 -1.3284 2.1342
C -3.8323 -0.1877 2.8268
C -3.0148 0.9317 2.8092
C -1.8533 0.8864 2.0583
N -1.5299 -0.2001 1.3460
C -0.8337 1.9651 2.0180
C -0.9246 3.1356 2.7512
C 0.1304 4.0347 2.7059
C 1.2489 3.7268 1.9519
C 1.2675 2.5335 1.2502
N 0.2455 1.6805 1.2718
H -0.0210 -5.3188 -1.1920
H -2.3954 -5.5749 -0.4825
H -3.4819 -3.7284 0.7640
H 1.1350 -3.1642 -0.7256
H -4.0647 -2.2219 2.1817
H -4.7471 -0.1790 3.4039
H -3.2798 1.8137 3.3720
H -1.7967 3.3473 3.3516
H 0.0810 4.9583 3.2662
H 2.0987 4.3924 1.9051
H 2.1171 2.2476 0.6438
N 1.6986 2.4588 -2.0590
C 0.3754 2.6088 -1.8940
N -0.4192 1.7192 -1.3412
C -1.7484 2.1875 -1.3619
C -2.8914 1.4804 -0.9938
C -4.1284 2.0969 -1.0797
C -4.2548 3.4056 -1.5381
C -3.1366 4.1084 -1.9484
C -1.9025 3.4839 -1.8601
S -0.3638 4.1059 -2.3813
H 2.0883 1.5339 -1.9194
H 2.1967 3.1071 -2.6434
H -2.8273 0.4454 -0.6957
H -5.0154 1.5386 -0.8101
H -5.2314 3.8644 -1.6050
H -3.2242 5.1115 -2.3434
C 2.1950 -1.6001 3.7249
C 0.9671 -1.1777 2.9542
O 1.3249 -0.7589 1.6259
H 1.9131 -1.9069 4.7320
H 2.9083 -0.7798 3.7999
H 2.6874 -2.4463 3.2429
H 0.4819 -0.3200 3.4211
H 0.2404 -1.9921 2.8878
H 2.0007 -1.3659 1.2369
F 3.8410 -0.0156 -2.8198
C 4.2234 -0.3990 -1.5923
F 5.1231 -1.3594 -1.6999
F 4.7914 0.6667 -0.9976
C 2.9950 -0.8291 -0.7548
O 3.0531 -1.8263 -0.0555
O 2.0165 -0.0075 -0.8545
N -0.8219 -0.8312 -1.7851
C -1.3255 -1.2481 -2.7539
C -1.9256 -1.8395 -3.8227
C -2.3033 -1.0683 -4.9533
N -2.5994 -0.4109 -5.8504
C -2.1765 -3.2315 -3.6999
N -2.3516 -4.3537 -3.5032

***

60
Properties=species:S:1:pos:R:3 method="wB97M-V/def2-TZVPD" lumo_energy_ev=0.7967 e_homo_ev=-2.375 total_charge=-1
C 3.3520 3.7309 1.9191
N 3.4684 3.8295 0.4133
C 2.9185 2.6118 -0.3001
N 3.5886 2.5840 -1.6899
S 3.1337 3.9847 -2.6291
H 2.2486 3.6963 2.3246
H 3.8167 4.7419 2.3513
H 4.0345 2.8521 2.3101
H 4.4779 3.8972 0.1441
H 3.2294 1.5963 0.2448
H 1.7389 2.6490 -0.4708
H 3.0308 5.1454 -1.8457
C -6.9433 0.3882 -2.0477
C -6.7020 1.1434 -0.9003
C -5.4354 1.6845 -0.6740
C -4.4027 1.4594 -1.5924
C -4.6375 0.6839 -2.7271
C -5.9141 0.1565 -2.9613
C -3.5429 0.3987 -3.6772
O -3.7492 -0.2795 -4.6760
C -2.1951 0.9350 -3.4017
C -1.1351 0.6243 -4.2635
C 0.1399 1.1383 -4.0177
C 0.3576 1.9693 -2.9191
C -0.6953 2.2759 -2.0558
C -1.9721 1.7495 -2.2925
C -3.0709 2.0506 -1.3538
O -2.8794 2.7771 -0.3854
H -7.9328 -0.0257 -2.2287
H -7.5008 1.3134 -0.1819
H -5.2557 2.2774 0.2213
H -6.1084 -0.4385 -3.8519
H -1.2973 -0.0212 -5.1253
H 0.9627 0.8915 -4.6852
H 1.3491 2.3757 -2.7314
H -0.5167 2.9214 -1.1974
C -0.3742 0.1159 1.4617
C -0.3330 -0.5487 0.2363
C 0.3224 -1.7764 0.1295
C 0.9496 -2.3360 1.2493
C 0.9294 -1.6597 2.4685
C 0.2559 -0.4361 2.5779
C 1.6297 -2.2165 3.6438
O 1.6095 -1.6247 4.7161
C 2.3616 -3.4914 3.5061
C 3.0782 -4.0016 4.5966
C 3.7621 -5.2135 4.4789
C 3.7250 -5.9221 3.2783
C 3.0167 -5.4135 2.1887
C 2.3417 -4.1906 2.3003
C 1.6251 -3.6435 1.1313
O 1.5958 -4.2634 0.0744
H -0.8929 1.0683 1.5472
H -0.8133 -0.1123 -0.6367
H 0.3461 -2.2921 -0.8291
H 0.2243 0.0911 3.5298
H 3.1096 -3.4561 5.5385
H 4.3222 -5.6052 5.3253
H 4.2517 -6.8697 3.1886
H 2.9962 -5.9699 1.2531

***

61
Properties=species:S:1:pos:R:3 method="wB97M-V/def2-TZVPD" lumo_energy_ev="2.6753 / 2.4852" e_above_lowest_ev=0.138 e_homo_ev="-3.409 / -4.588" total_charge=-1 s_squared=2.039 spin_multiplicity=3
Pt -0.1528 0.0191 -0.4721
O -2.8387 -1.7706 1.7221
C -2.5829 -0.8750 0.9263
O -1.9001 -1.0108 -0.1531
C -3.2719 0.4681 1.1734
C -4.5792 0.4010 1.6606
C -5.3319 1.5434 1.8515
C -4.7848 2.7925 1.5779
C -3.4837 2.8763 1.1230
C -2.7194 1.7249 0.9187
P -0.9843 1.8747 0.4081
C -0.1849 2.6507 1.8526
C -0.7592 2.6596 3.1207
C -0.0543 3.1480 4.2127
C 1.2318 3.6371 4.0492
C 1.8140 3.6365 2.7885
C 1.1137 3.1436 1.7004
C -1.0740 3.2103 -0.8377
C -0.6095 4.5044 -0.6414
C -0.7340 5.4561 -1.6473
C -1.3480 5.1263 -2.8437
C -1.8291 3.8372 -3.0413
C -1.6778 2.8822 -2.0530
H -4.9818 -0.5780 1.8821
H -6.3500 1.4653 2.2135
H -5.3695 3.6921 1.7258
H -3.0418 3.8455 0.9198
H -1.7595 2.2703 3.2632
H -0.5125 3.1391 5.1938
H 1.7828 4.0126 4.9029
H 2.8219 4.0083 2.6520
H 1.5808 3.1433 0.7261
H -0.1374 4.7768 0.2942
H -0.3477 6.4557 -1.4913
H -1.4427 5.8680 -3.6274
H -2.2998 3.5702 -3.9791
H -2.0040 1.8611 -2.2185
C 2.6332 3.5242 -3.7938
C 3.3479 3.5547 -2.6049
C 3.0498 2.6581 -1.5909
C 2.0206 1.7218 -1.7505
C 1.3184 1.6807 -2.9501
C 1.6276 2.5792 -3.9567
N 1.6712 0.8461 -0.7002
N 2.5864 0.7515 0.2436
C 2.2914 -0.0082 1.3305
C 3.2797 -0.1398 2.3270
C 3.0045 -0.9006 3.4359
C 1.7621 -1.5275 3.5615
C 0.8410 -1.3465 2.5451
N 1.0890 -0.6068 1.4684
H 2.8574 4.2279 -4.5864
H 4.1396 4.2804 -2.4617
H 3.6103 2.6590 -0.6665
H 0.5599 0.9172 -3.0672
H 1.0728 2.5381 -4.8862
H 4.2304 0.3567 2.1913
H 3.7529 -1.0168 4.2114
H 1.5223 -2.1336 4.4240
H -0.1456 -1.7994 2.5810
O 0.1034 -1.1199 -2.0665

***

Let's list molecular weight in order: 883.9 680.5 507.6 699.6 g mol⁻¹.